[1]
ORCA calculation (ωB97M-V/def2-TZVPD) on a molecular structure, C46H39AsAuBrN2O6P in a non-equilibrium geometry.

Results
DFT total energy ... -207454.8870 eV
ΔE to the lowest compared entry with this formula, charge and spin ... 0.972 eV
2S+1 ... 3
<S²> ... 2.02
HOMO (alpha / beta) ... -10.257 / -10.255 eV
Lowest unoccupied orbital energy (alpha / beta) ... -2.332 / -6.007 eV
HOMO-LUMO gap (alpha / beta) ... 7.92 / 4.25 eV
Net charge ... +1

The geometry in XYZ format:
```
97
Properties=species:S:1:pos:R:3:mulliken_spin:R:1
Au 1.0940 -0.0974 0.0390 0.412
O 1.9746 1.7394 3.1739 0.034
C 2.6767 0.9345 2.5758 0.037
O 2.3659 -0.0786 1.8783 0.186
C 4.1888 1.1550 2.5634 0.147
C 4.9222 0.6284 1.4632 0.011
C 6.2461 0.9536 1.2515 -0.030
C 6.8178 1.7908 2.1852 0.219
O 8.0487 2.2984 2.2126 0.123
C 8.0899 3.2197 3.2934 0.000
O 6.8882 3.0674 4.0351 0.128
C 6.0943 2.2679 3.3191 0.237
C 4.7695 1.9593 3.5273 -0.011
H 4.4091 -0.0104 0.7483 0.059
H 6.7920 0.5853 0.3940 0.002
H 8.1417 4.2385 2.8999 0.016
H 8.9552 3.0195 3.9234 0.015
H 4.1979 2.3615 4.3512 0.004
N -0.0246 2.8929 0.8680 0.011
C 1.2442 3.0552 0.3966 -0.008
C 1.9297 4.2636 0.6102 0.001
C 3.1648 4.4450 0.0423 -0.001
C 3.6952 3.4485 -0.7816 -0.008
C 2.9651 2.3003 -0.9540 -0.006
N 1.7810 2.0751 -0.3530 0.016
H -0.2688 3.4716 1.6550 -0.001
H -0.3346 1.9376 0.9545 0.018
H 1.4766 5.0180 1.2382 0.000
H 3.7170 5.3588 0.2206 0.000
H 4.6514 3.5639 -1.2700 0.002
H 3.3218 1.5082 -1.5931 0.009
Br 1.1361 -1.7621 -2.8224 0.053
C 2.5447 -0.8141 -3.6822 0.005
C 2.3327 -0.5672 -5.0345 0.003
C 3.2613 0.1500 -5.7645 -0.002
C 4.4011 0.6322 -5.1437 0.004
C 4.6137 0.3823 -3.7983 -0.001
C 3.7005 -0.3492 -3.0447 0.002
C 4.0607 -0.5576 -1.5310 0.000
O 5.2164 -0.2600 -1.2196 0.003
O 3.1249 -0.9649 -0.7946 0.000
H 1.4340 -0.9436 -5.5049 0.000
H 3.0812 0.3369 -6.8148 0.000
H 5.1307 1.1936 -5.7128 0.000
H 5.5029 0.7472 -3.3032 0.000
C -2.2295 -0.6767 -0.6046 -0.023
C -2.4477 0.8259 -0.4872 0.011
As -4.2221 1.3872 -1.2106 0.001
C -4.4564 -0.0576 -2.5183 0.000
C -5.2528 -1.1790 -2.3085 0.000
C -5.3796 -2.1431 -3.2999 0.000
C -4.7148 -1.9950 -4.5080 0.000
C -3.9135 -0.8821 -4.7231 0.000
C -3.7942 0.0844 -3.7363 0.001
C -5.4056 0.7794 0.2159 0.000
C -6.7718 0.7568 -0.0699 0.001
C -7.6941 0.4142 0.9044 0.000
C -7.2651 0.1129 2.1906 0.000
C -5.9129 0.1518 2.4901 0.000
C -4.9888 0.4902 1.5104 0.002
P -0.8483 -1.3110 0.4284 0.239
C -0.8931 -3.0974 0.1369 0.009
C -1.2967 -3.6339 -1.0855 0.018
C -1.3127 -5.0077 -1.2639 -0.006
C -0.9328 -5.8531 -0.2322 0.015
C -0.5236 -5.3221 0.9832 -0.006
C -0.4901 -3.9511 1.1658 0.017
C -1.4665 -1.1364 2.1223 0.031
C -0.8421 -0.2828 3.0274 -0.039
C -1.3430 -0.1498 4.3151 -0.001
C -2.4596 -0.8733 4.7023 0.000
C -3.0830 -1.7296 3.8021 0.002
C -2.5944 -1.8603 2.5149 0.002
H -2.0122 -0.9373 -1.6409 0.021
H -3.1147 -1.2364 -0.2890 0.009
H -1.6745 1.3775 -1.0228 -0.010
H -2.4280 1.1617 0.5524 0.002
H -5.7826 -1.3036 -1.3724 0.000
H -6.0072 -3.0082 -3.1273 0.000
H -4.8276 -2.7410 -5.2838 0.000
H -3.3969 -0.7587 -5.6662 0.000
H -3.1895 0.9677 -3.9161 0.000
H -7.1092 1.0107 -1.0692 0.000
H -8.7495 0.3944 0.6664 0.000
H -7.9857 -0.1351 2.9587 0.000
H -5.5704 -0.0718 3.4926 0.000
H -3.9385 0.5203 1.7753 -0.001
H -1.5939 -2.9955 -1.9058 0.003
H -1.6161 -5.4149 -2.2192 0.000
H -0.9506 -6.9250 -0.3763 0.001
H -0.2241 -5.9794 1.7886 0.000
H -0.1550 -3.5380 2.1090 0.002
H 0.0473 0.2642 2.7395 0.015
H -0.8469 0.5084 5.0160 0.000
H -2.8414 -0.7817 5.7107 0.000
H -3.9514 -2.3009 4.1026 0.000
H -3.0793 -2.5334 1.8180 0.000
```

***

[2]
ORCA calculation (ωB97M-V/def2-TZVPD) on 11 unconnected molecules or ions with the total composition C3H27NO11 in a non-equilibrium geometry.

Results
DFT total energy ... -27561.5888 eV
ΔE to the lowest compared entry with this formula, charge and spin ... 2.074 eV
HOMO ... -9.758 eV
Lowest unoccupied orbital energy ... 0.342 eV
SMILES ... C[C@@H](N)C=O.O.O.O.O.O.O.O.O.O.O
HOMO-LUMO gap ... 10.10 eV
Net charge ... 0

The geometry in XYZ format:
```
42
Properties=species:S:1:pos:R:3:nbo_charge:R:1
O 0.2349 0.2044 -0.3573 -0.601
C -0.2017 -0.5030 0.5317 0.417
C 0.2505 -1.9387 0.4667 -0.163
C 0.8276 -2.3548 1.8794 -0.620
N -0.9074 -2.8106 0.1657 -0.853
H -1.0566 -0.1841 1.1684 0.194
H 0.9511 -2.0286 -0.3633 0.235
H 1.8516 -2.0405 1.7833 0.219
H 0.6505 -3.4058 2.0473 0.212
H 0.2471 -1.8341 2.6530 0.219
H -1.8156 -2.3624 0.1677 0.365
H -1.0147 -3.6093 0.7774 0.366
H 2.5176 1.7928 -1.9632 0.497
H 2.8661 0.3040 -1.6563 0.486
O 2.4729 0.8843 -2.3133 -0.981
H -1.9056 1.2616 -0.7119 0.486
H -3.1385 0.7523 -1.1966 0.508
O -2.8230 1.2337 -0.4083 -0.972
H -3.8924 0.0181 2.2485 0.468
H -3.0009 0.4686 1.1444 0.498
O -3.0320 -0.2035 1.8726 -0.990
H 2.3899 3.7163 1.3109 0.470
H 2.7216 2.2792 1.5964 0.488
O 2.3907 3.0859 2.0329 -0.980
H 0.0373 -3.1249 -2.3589 0.477
H 0.1620 -1.7277 -3.0979 0.491
O 0.6136 -2.4339 -2.6836 -0.970
H 3.1157 0.2782 2.0416 0.484
H 1.7439 0.4123 1.3210 0.483
O 2.6978 0.4873 1.2001 -0.947
H -0.0408 2.5634 3.2711 0.487
H -1.5683 2.2517 3.1311 0.474
O -0.6983 1.8603 3.2337 -0.959
H 1.1486 3.7107 -0.7173 0.493
H 1.0601 2.0561 -0.4727 0.520
O 1.5621 2.8566 -0.6272 -1.009
H -2.2609 -1.1139 -2.9364 0.490
H -2.8263 -1.6967 -1.6862 0.474
O -2.8047 -0.8775 -2.1928 -0.955
H 0.5085 0.5814 -2.7313 0.513
H 0.1028 0.8723 -4.1596 0.475
O -0.1371 0.3185 -3.4107 -0.992
```

***

[3]
ORCA calculation (ωB97M-V/def2-TZVPD) on a single C7H10N2O molecule in a non-equilibrium geometry.

Results
DFT total energy ... -12447.0391 eV
ΔE to the lowest compared entry with this formula, charge and spin ... 2.409 eV
HOMO ... -7.512 eV
Lowest unoccupied orbital energy ... 1.004 eV
SMILES ... COc1ccc(N)cc1N
HOMO-LUMO gap ... 8.52 eV
Net charge ... 0

The geometry in XYZ format:
```
20
Properties=species:S:1:pos:R:3:nbo_charge:R:1
C 2.8371 -0.5311 0.7013 -0.262
C 0.7937 -0.3620 -0.5098 0.179
C 0.0094 -1.4186 -0.4818 -0.209
C -1.3826 -1.3611 -0.1812 -0.304
C -2.0219 -0.0538 -0.0879 0.162
C -1.2019 1.0558 0.0391 -0.321
C 0.2359 0.9212 -0.2345 0.187
H 2.6697 0.5003 1.0906 0.189
H 2.3997 -1.2040 1.5707 0.173
H 3.8525 -0.8945 0.5537 0.200
H 0.4037 -2.4186 -0.7307 0.220
H -1.9349 -2.3639 -0.1070 0.214
H -3.8562 -0.8579 0.3015 0.372
H -3.8311 0.7747 -0.4364 0.376
H -1.5297 2.0486 0.2169 0.209
H 0.6348 2.8001 -0.4802 0.375
H 1.9809 1.8079 -0.7263 0.390
N -3.3747 0.1348 0.2959 -0.813
N 1.1729 1.9201 -0.2441 -0.796
O 2.1427 -0.4980 -0.5497 -0.541
```

***

[4]
ORCA calculation (ωB97M-V/def2-TZVPD) on a molecular structure, CH3LiOPd in a non-equilibrium geometry.

Results
DFT total energy ... -6804.0938 eV
2S+1 ... 4
<S²> ... 3.76
HOMO (alpha / beta) ... -12.232 / -14.714 eV
Lowest unoccupied orbital energy (alpha / beta) ... -4.277 / -8.180 eV
HOMO-LUMO gap (alpha / beta) ... 7.95 / 6.53 eV
Net charge ... +1

The geometry in XYZ format:
```
7
Properties=species:S:1:pos:R:3:mulliken_spin:R:1
O -0.0577 -0.1218 -0.1624 0.864
C -1.2698 -0.3016 -0.4644 0.828
H -1.8403 -1.0614 0.0911 0.134
H -1.8325 0.4603 -1.0230 0.119
Li 1.0373 -0.5534 1.3171 0.086
Pd 2.5836 0.8282 0.3415 1.106
H 1.3795 0.7497 -0.0999 -0.138
```